Record 1
124
Properties=species:S:1:pos:R:3:forces:R:3:lowdin_charge:R:1 method="wB97M-V/def2-TZVPD" mol_weight_g_mol=1110.096 total_charge=-2 homo_lumo_gap_ev=4.446
K -1.055771 -0.157866 1.637687 0.6 -1.8 -1.5 0.70
N 3.476623 -1.623979 8.550910 0.1 -0.1 0.2 0.07
C 3.133186 -1.107682 7.295879 0.0 0.2 -0.2 -0.34
C 1.984961 -0.331144 7.146328 0.1 -0.1 0.1 -0.04
C 1.660359 0.192480 5.908577 0.0 0.1 0.0 -0.05
C 2.488816 -0.031929 4.825989 -0.1 0.1 -0.5 -0.27
C 3.639756 -0.780769 4.966563 0.1 0.1 0.0 -0.08
C 3.965991 -1.316407 6.196959 0.0 0.1 0.2 -0.04
S 1.888293 0.380803 3.186882 0.0 -0.6 0.9 0.54
O 1.231287 1.660246 3.290601 -0.3 0.2 0.4 -0.37
O 2.997431 0.323761 2.264097 0.4 -0.2 0.1 -0.36
N 0.746239 -0.699859 2.949243 1.6 1.3 1.1 -0.23
C 0.994063 -1.989520 2.928070 0.5 -1.2 0.2 -0.50
N -0.064767 -2.786255 2.653858 -0.3 0.3 0.0 0.12
C 0.144377 -4.076836 2.628244 0.1 -0.4 0.0 -0.16
C 1.383979 -4.661855 2.877374 0.0 0.0 0.0 -0.08
C 2.398456 -3.767249 3.181236 0.0 -0.4 0.0 -0.16
N 2.227315 -2.466278 3.214964 0.1 0.1 -0.3 0.12
H 2.680046 -1.746906 9.159944 0.1 -0.1 0.0 0.08
H 4.056793 -2.450170 8.499472 -0.2 0.1 0.1 0.08
H 1.343537 -0.164093 8.002718 -0.1 0.0 0.0 0.10
H 0.759126 0.764750 5.757613 -0.2 0.1 0.1 0.10
H 4.242220 -0.945263 4.089180 0.1 -0.1 0.0 0.10
H 4.856398 -1.920493 6.312510 0.1 0.0 0.0 0.10
H -0.728621 -4.682677 2.404238 0.0 -0.1 0.0 0.10
H 1.542681 -5.731100 2.841860 0.0 0.0 0.0 0.08
H 3.405341 -4.105687 3.418099 0.0 -0.1 0.0 0.10
O -3.392298 -0.119128 1.926658 -1.1 -0.5 0.5 -0.12
C -3.301450 0.948655 1.293185 -0.8 0.5 -0.2 -0.76
O -2.296486 1.690035 1.278259 -0.6 1.5 -0.5 -0.24
C -4.529657 1.422516 0.546951 0.1 0.1 -0.1 -0.14
C -5.676822 1.615363 1.298971 -0.1 0.0 0.1 -0.03
C -6.811755 2.182908 0.747286 -0.1 0.1 0.1 -0.11
C -6.787259 2.585177 -0.580093 -0.2 0.1 0.0 -0.13
C -5.665659 2.356772 -1.354534 -0.1 0.0 0.0 -0.13
C -4.535031 1.735534 -0.816401 0.1 0.0 -0.1 -0.53
S -3.206240 1.316848 -1.876877 0.3 0.3 -0.2 0.88
H -5.649929 1.312276 2.335088 -0.1 0.0 0.1 0.10
H -7.698887 2.331728 1.349478 0.0 0.0 0.0 0.09
H -7.660140 3.062230 -1.013417 0.0 0.0 0.0 0.09
H -5.654795 2.654684 -2.395074 0.0 -0.1 -0.1 0.08
C 2.765261 -6.180409 -11.392889 0.2 -0.1 -0.1 -0.12
O 1.468487 -5.908270 -10.944183 -0.3 0.2 0.4 -0.11
C 1.333678 -5.301110 -9.708518 -0.2 -0.1 -0.1 -0.28
C 0.029989 -4.986590 -9.331117 0.2 -0.2 -0.4 -0.02
C -0.226113 -4.380080 -8.123948 0.4 0.1 0.3 -0.03
C 0.823024 -4.065965 -7.245375 0.2 -0.4 -0.9 -0.16
C 2.128106 -4.393685 -7.637134 -0.5 0.2 0.2 -0.02
C 2.384135 -4.999540 -8.847481 0.1 -0.2 -0.5 -0.03
C 0.611045 -3.441343 -5.977842 0.2 0.4 1.0 -0.30
N 1.549487 -3.248041 -5.067852 0.0 -0.4 -0.8 0.17
C 0.935901 -2.676307 -4.006284 -1.3 0.2 -0.1 -0.20
C -0.435564 -2.498047 -4.266642 1.1 -0.2 0.2 -0.14
N -0.618969 -2.995761 -5.528631 0.2 -0.1 0.0 0.17
C -1.330230 -1.941739 -3.355628 -0.1 0.4 0.5 -0.12
C -2.739977 -1.890387 -3.551874 -0.1 -0.1 0.2 -0.06
C -3.524187 -1.369094 -2.589235 -0.1 -0.3 -0.3 -0.13
C -2.909918 -0.727348 -1.436861 -0.5 0.4 0.0 -0.44
N -1.587178 -0.961177 -1.166609 0.3 -0.1 0.5 0.05
C -0.825044 -1.494311 -2.095947 -0.5 -0.2 -0.6 -0.18
C 0.585503 -1.715550 -1.789702 0.6 -0.3 -0.4 -0.15
N 1.027345 -1.358071 -0.581899 -0.2 -0.1 0.3 0.10
C 2.289947 -1.548279 -0.273528 0.2 0.0 0.1 -0.16
C 3.226872 -2.099352 -1.149256 0.0 -0.1 -0.2 -0.06
C 2.805269 -2.480054 -2.400169 0.0 0.1 0.1 -0.02
C 1.462348 -2.301206 -2.742588 0.0 0.2 0.3 -0.10
H 2.654039 -6.614509 -12.386500 0.1 0.0 0.1 0.09
H 3.274194 -6.899819 -10.740157 0.0 0.1 0.0 0.09
H 3.367276 -5.267488 -11.472149 0.0 -0.1 0.1 0.09
H -0.769794 -5.230098 -10.013874 -0.1 0.0 -0.1 0.11
H -1.248859 -4.148265 -7.861077 -0.1 0.0 0.0 0.10
H 2.932573 -4.148698 -6.961857 0.1 0.0 0.1 0.11
H 3.404913 -5.228326 -9.115271 0.1 0.0 0.0 0.10
H -1.490970 -3.035340 -6.023250 0.1 0.0 0.0 0.13
H -3.160420 -2.334163 -4.448846 -0.1 0.0 0.0 0.09
H -4.602232 -1.359670 -2.672342 0.0 0.0 0.0 0.10
H -3.511272 -0.702831 -0.535658 -0.2 -0.1 0.0 0.08
H 2.589834 -1.215223 0.707681 0.1 0.0 0.2 0.07
H 4.255062 -2.212917 -0.838797 0.1 0.0 0.0 0.10
H 3.471368 -2.910964 -3.134561 0.1 0.0 0.0 0.10
C 3.568079 3.986078 0.238519 -0.1 0.0 0.0 -0.20
C 2.494326 3.326599 1.085991 -0.2 -0.4 -0.1 -0.40
Sb 1.114359 1.842352 0.165734 0.6 1.4 -1.1 1.52
C 2.305009 1.553158 -1.700290 -0.3 -0.1 0.5 -0.40
C 2.226263 2.616651 -2.775093 0.1 0.0 0.0 -0.20
C -0.287692 3.299574 -0.701253 0.2 -0.2 0.1 -0.43
C 0.094317 4.761338 -0.792283 0.1 -0.1 -0.1 -0.20
H 4.198974 4.643731 0.848547 0.0 0.0 0.0 0.06
H 3.136129 4.589411 -0.558417 0.1 0.1 -0.1 0.04
H 4.211962 3.232700 -0.210703 0.1 0.0 -0.1 0.05
H 1.869454 4.083988 1.559411 -0.1 0.0 0.1 0.03
H 2.964288 2.756466 1.882580 0.0 0.0 0.1 0.01
H 1.927419 0.618440 -2.111243 0.1 -0.2 0.0 0.02
H 3.342109 1.387282 -1.406026 0.0 -0.1 0.1 0.04
H 1.211720 2.688088 -3.155709 -0.1 0.1 -0.1 0.06
H 2.883686 2.370843 -3.615543 0.0 0.0 -0.1 0.06
H 2.522873 3.588528 -2.391636 0.0 0.2 -0.1 0.03
H -1.177970 3.196443 -0.089599 -0.2 -0.2 0.0 0.00
H -0.533757 2.907205 -1.685060 -0.1 -0.1 -0.1 0.01
H 0.312708 5.158199 0.198073 0.1 0.2 0.0 0.04
H -0.723547 5.349963 -1.219959 0.0 0.1 0.0 0.06
H 0.966028 4.905622 -1.427588 0.1 0.2 0.0 0.04
C -0.860332 6.264597 4.069157 0.0 -0.1 0.1 -0.12
C -0.389987 4.813421 4.041037 -0.1 0.1 0.1 -0.29
C -1.050038 4.004751 2.936155 -0.3 -0.4 0.0 -0.33
S -2.662665 3.268886 3.456601 0.5 0.1 0.2 0.98
O -3.176288 4.206944 4.501678 -0.4 0.5 0.5 -0.56
C -1.955308 1.867082 4.433992 0.0 0.3 -0.2 -0.31
C -2.891888 1.563943 5.585660 -0.1 0.1 0.0 -0.30
C -4.161881 0.900856 5.071541 0.1 0.0 0.2 -0.11
H -0.384737 6.806662 4.887668 0.0 0.1 0.0 0.06
H -1.937686 6.283955 4.213447 -0.1 0.1 0.0 0.06
H -0.620416 6.775675 3.137368 0.0 0.0 -0.1 0.07
H -0.633423 4.362501 5.006013 0.1 0.0 0.0 0.10
H 0.696550 4.763185 3.924574 -0.1 -0.1 0.0 0.10
H -0.436875 3.163869 2.633485 0.1 -0.1 -0.2 0.04
H -1.275795 4.617158 2.064544 0.0 0.0 -0.1 0.08
H -0.954219 2.140699 4.756930 0.1 0.1 0.0 0.07
H -1.896726 1.041324 3.732284 0.1 -0.1 0.1 0.05
H -3.145567 2.515993 6.064232 0.1 -0.1 0.1 0.09
H -2.396974 0.927207 6.326010 0.1 0.0 -0.1 0.10
H -4.682316 1.605830 4.427669 -0.2 0.0 -0.1 0.05
H -4.826243 0.619468 5.888601 -0.1 0.0 0.0 0.06
H -3.910557 0.019743 4.482174 -0.1 0.0 -0.1 0.07


Record 2
115
Properties=species:S:1:pos:R:3:forces:R:3:lowdin_charge:R:1 method="wB97M-V/def2-TZVPD" de_lowest_kj_mol=0.00 mol_weight_g_mol=997.852 total_charge=0 homo_lumo_gap_ev=6.986
La -1.023809 0.356876 -0.915761 0.0 0.8 -1.0 1.82
C 3.442715 2.683864 5.266849 -0.8 0.1 -0.4 -0.06
C 3.614042 3.555204 4.006335 1.0 -0.6 0.4 -0.54
C 3.586402 5.016825 4.468938 -0.6 -0.4 0.0 -0.05
C 5.046439 3.269565 3.397204 -1.2 -0.9 0.2 -0.03
C 2.616688 3.233141 2.915393 -0.6 0.6 -0.6 -0.18
C 1.761749 2.152271 2.934988 0.4 -0.6 0.2 -0.06
C 0.939548 1.805230 1.852850 0.6 0.5 0.5 -0.41
Se -0.173156 0.259810 1.970676 -0.7 0.3 0.7 1.11
C 0.902440 -1.239501 1.536955 1.3 -0.4 0.4 -0.43
C 1.979955 -1.554218 2.379660 -0.6 0.9 0.9 -0.06
C 2.744200 -2.667180 2.126957 1.1 -0.5 0.0 -0.16
C 2.507036 -3.379012 0.937253 -0.4 0.9 0.9 0.02
C 1.436250 -3.114427 0.109872 0.1 -1.0 -0.2 -0.09
C 0.599124 -2.033757 0.433680 -0.3 0.3 -0.6 -0.37
O -0.424625 -1.678768 -0.353795 0.0 -0.4 0.4 -0.45
C 1.324550 -4.019384 -1.142012 -0.6 1.5 -0.7 -0.51
C 2.387385 -3.456060 -2.128424 0.1 -1.9 -0.6 -0.04
C -0.049970 -3.908631 -1.889260 0.2 -0.8 0.7 -0.05
C 1.608076 -5.485913 -0.849505 1.0 -0.2 -0.1 -0.06
C 3.884211 -3.140279 3.078520 -1.3 0.9 0.0 -0.56
C 3.641087 -2.535244 4.481014 1.6 1.3 0.9 -0.08
C 5.249037 -2.695282 2.519164 0.0 -0.3 0.6 -0.04
C 3.841213 -4.643125 3.250774 1.4 -1.0 0.6 -0.07
C 0.887281 2.626500 0.740898 0.8 0.8 -0.9 -0.34
O 0.118785 2.310532 -0.301431 -0.1 0.0 0.2 -0.40
C 1.750061 3.796497 0.669842 -0.6 -1.0 1.0 -0.07
C 2.565569 4.057308 1.763888 0.0 0.1 -0.3 0.03
C 1.755826 4.666732 -0.563531 -0.6 0.3 0.0 -0.55
C 2.615012 5.900979 -0.372744 0.2 1.3 0.3 -0.09
C 2.295221 3.912010 -1.748082 -0.7 -0.5 -1.5 -0.05
C 0.325002 5.208276 -0.896608 -0.1 0.9 -0.6 -0.04
H 4.269310 2.922723 5.929754 0.1 -0.4 0.2 0.08
H 2.506282 2.938053 5.797260 0.3 0.0 -0.2 0.09
H 3.378616 1.608615 5.030014 0.4 0.4 0.2 0.07
H 4.311483 5.136100 5.259150 0.4 0.2 0.2 0.08
H 3.813812 5.680119 3.659209 0.2 0.5 -0.4 0.07
H 2.621178 5.319651 4.885716 -0.1 -0.2 -0.1 0.09
H 5.845566 3.687236 4.004166 0.1 -0.1 0.2 0.08
H 5.173712 2.163283 3.258926 0.0 0.9 0.2 0.10
H 5.063710 3.720845 2.418016 0.3 0.2 -0.4 0.06
H 1.807502 1.457243 3.763105 -0.2 0.1 0.1 0.08
H 2.153351 -0.881899 3.265645 -0.1 -1.0 -1.0 0.11
H 3.198251 -4.136234 0.645160 0.3 -0.5 0.0 0.10
H 2.155546 -2.427808 -2.325810 0.2 0.6 -0.1 0.07
H 3.412743 -3.604456 -1.747372 -0.4 0.4 0.0 0.09
H 2.347671 -4.020870 -3.103433 -0.1 0.6 0.8 0.10
H -0.336747 -2.900342 -2.189368 0.3 -0.3 0.0 0.05
H 0.019528 -4.547216 -2.774646 -0.1 0.0 0.0 0.08
H -0.841528 -4.309132 -1.230345 0.1 0.2 -0.3 0.08
H 2.662390 -5.637732 -0.540332 -0.7 0.1 0.4 0.08
H 0.904523 -6.017103 -0.202182 0.1 0.4 0.2 0.09
H 1.628545 -6.013917 -1.785837 -0.4 -0.3 -0.7 0.07
H 3.793576 -1.410979 4.512182 -0.2 -1.2 -0.3 0.08
H 2.695816 -2.735014 4.970368 -0.5 -0.2 -0.5 0.08
H 4.387033 -2.898897 5.229695 -0.2 0.0 -0.7 0.09
H 5.316594 -1.594384 2.579795 0.1 -0.5 -0.4 0.09
H 6.047010 -3.113397 3.182469 -0.4 0.3 -0.7 0.09
H 5.354940 -3.078626 1.481364 0.2 0.4 0.6 0.09
H 2.905589 -5.042373 3.640769 -0.1 0.2 0.0 0.09
H 4.133099 -5.243146 2.384293 -0.3 0.3 -0.3 0.08
H 4.660195 -4.883186 3.972618 -0.7 0.0 -0.2 0.09
H 3.223542 4.939910 1.703219 -0.4 -0.6 0.2 0.10
H 3.695904 5.765879 -0.189696 -0.5 -0.4 -0.1 0.09
H 2.526155 6.496812 -1.296054 0.1 -0.1 0.4 0.09
H 2.220657 6.508103 0.472551 0.2 -0.2 -0.5 0.10
H 3.347512 3.730278 -1.693647 0.8 0.0 0.3 0.08
H 1.822374 2.926121 -1.921173 0.0 0.6 0.1 0.08
H 2.130429 4.542723 -2.646080 0.1 -0.4 0.3 0.10
H -0.268604 5.350671 0.008673 -0.1 -0.2 0.0 0.09
H 0.376139 6.244646 -1.349452 0.2 -1.1 0.4 0.09
H -0.240982 4.611672 -1.633779 0.4 0.0 0.5 0.08
O -2.242666 3.276997 -0.510982 -2.6 0.8 -0.1 -0.07
N -3.081588 2.158461 -0.435870 0.5 0.4 -0.4 -0.09
C -4.314788 2.501666 -0.363709 1.3 -0.1 0.8 -0.10
C -5.475199 1.631436 -0.357964 -0.2 -0.9 -0.5 -0.23
C -6.713342 2.270361 -0.216091 0.9 0.0 0.2 -0.03
C -7.867500 1.540456 -0.430173 -1.0 0.5 0.1 -0.07
C -7.846000 0.174868 -0.693476 0.1 0.1 -0.3 -0.05
C -6.618007 -0.468855 -0.815875 0.0 1.6 0.4 -0.05
C -5.424831 0.256142 -0.684054 -0.8 0.1 0.1 -0.28
P -3.887408 -0.543109 -1.199930 0.0 0.2 0.1 1.00
C -3.859823 -0.028442 -2.938109 0.5 -0.2 -1.5 -0.37
C -3.133991 -0.805427 -3.852146 0.3 -0.4 1.0 -0.12
C -3.155820 -0.590422 -5.223241 -0.1 -0.2 0.4 -0.07
C -3.954642 0.394194 -5.760581 -0.6 0.7 1.4 -0.04
C -4.616099 1.275232 -4.846174 1.1 -1.3 -1.3 -0.05
C -4.507595 1.078183 -3.489061 -0.5 0.3 0.7 -0.08
C -4.250967 -2.292106 -1.236855 -1.5 -0.6 -1.7 -0.38
C -3.882732 -2.996137 -0.131024 1.0 0.6 0.5 -0.12
C -4.048456 -4.346149 -0.046689 -0.8 -1.7 -0.3 -0.06
C -4.711288 -5.038013 -1.060811 0.7 0.8 0.5 -0.05
C -5.175433 -4.330945 -2.163342 0.6 -0.8 1.5 -0.07
C -4.950761 -2.995842 -2.256306 1.1 0.6 1.2 -0.08
H -1.306050 3.049153 -0.420907 1.2 -0.8 0.3 -0.01
H -4.497444 3.543855 -0.207165 -0.2 0.7 -0.2 0.13
H -6.656557 3.341206 0.063506 -0.6 -0.8 -0.4 0.13
H -8.821045 2.069896 -0.447492 0.2 -0.2 0.2 0.11
H -8.776243 -0.373472 -0.901759 0.5 0.3 0.2 0.12
H -6.591191 -1.484184 -1.088760 0.0 -1.1 -0.2 0.08
H -2.552257 -1.640674 -3.446047 -0.1 0.1 -0.3 0.11
H -2.579086 -1.262965 -5.824160 0.2 -0.1 -0.4 0.11
H -4.069323 0.463418 -6.827493 0.0 0.3 -0.2 0.10
H -5.190747 2.084991 -5.235172 -0.3 0.5 -0.1 0.10
H -4.959337 1.797678 -2.817042 -0.3 0.0 -0.2 0.10
H -3.337357 -2.456874 0.617260 0.2 0.0 0.6 0.10
H -3.678309 -4.901659 0.792840 0.2 -0.1 0.3 0.11
H -4.778583 -6.107776 -1.043034 -0.2 -0.3 0.2 0.10
H -5.647012 -4.904675 -2.898907 -0.7 -0.4 -1.3 0.09
H -5.223570 -2.548285 -3.151783 -0.5 1.2 -1.4 0.09
N 1.542391 -2.499024 -5.705192 0.2 0.1 0.1 0.10
C 1.287790 -1.399216 -5.445163 -0.2 -1.0 -0.4 -0.40
N 0.878454 -0.169236 -5.245794 0.4 0.5 -1.0 0.08
C 0.533027 0.202211 -4.103706 -0.1 -0.3 0.2 -0.40
N 0.165618 0.558270 -3.057031 -0.4 0.5 1.0 -0.04


no.,HOMO (eV)
1,-1.26
2,-7.86